Density functional theory data (wB97M-V/def2-TZVPD) for a cluster of 12 separate species, C34H82Cl6N10O13 in total.

For the HOMO-LUMO gap, the calculation gives 8.51 eV. The HOMO energy is -8.348 eV. As for the structure (SMILES): COCCNCCOC.COCCNCCOC.COCCNCCOC.ClC(Cl)Cl.ClC(Cl)Cl.CC(N)=O.CC(N)=O.CC(N)=O.CC(N)=O.CC(N)=O.CC(N)=O.CC(N)=O. As for the charge: 0.

XYZ file:
```
145
Properties=species:S:1:pos:R:3:forces:R:3
O -3.6063 3.2277 -2.3746 -0.61 -0.17 0.29
C -3.7186 2.0990 -2.8422 1.35 1.02 -1.43
N -2.9015 1.0931 -2.4644 -0.83 -0.32 -0.59
C -4.5828 1.8420 -4.0793 -0.33 -0.65 0.31
H -2.0730 1.3425 -1.9433 0.15 0.00 0.18
H -2.9393 0.2759 -3.0567 0.33 -0.03 0.49
H -4.0685 1.4818 -4.9703 0.84 0.46 0.12
H -5.1374 2.7391 -4.3546 -0.15 -0.29 0.27
H -5.1949 0.9556 -3.9132 -0.73 0.29 0.35
O -0.6659 -2.0738 1.6634 -0.58 -2.06 1.11
C -0.3504 -1.0417 1.1272 2.07 0.82 0.13
N -1.1189 -0.5204 0.1824 0.58 0.38 -0.39
C 0.9481 -0.3132 1.5006 -1.14 0.63 0.20
H -1.8861 -1.1395 -0.0375 -0.50 0.72 -0.40
H -0.8271 0.2771 -0.3643 -0.14 0.03 0.02
H 1.4340 -0.6801 2.4047 -0.16 -0.47 -0.36
H 0.5816 0.6730 1.7857 0.36 0.51 -0.16
H 1.6339 -0.2255 0.6580 0.03 -0.02 0.04
O 3.1698 1.2533 -2.3626 0.19 -0.33 0.19
C 2.8125 0.4488 -3.2207 -1.90 1.13 0.11
N 3.6660 -0.3535 -3.8336 -0.15 -0.41 -0.46
C 1.3270 0.3678 -3.6670 0.86 -0.63 0.59
H 4.6352 -0.1985 -3.5955 0.57 -0.40 -0.28
H 3.3537 -0.8294 -4.6679 0.43 -0.09 0.26
H 1.1888 -0.5249 -4.2769 -0.12 0.22 -0.38
H 1.0027 1.2881 -4.1528 0.15 -0.12 -0.06
H 0.7014 0.2143 -2.7878 0.08 0.26 0.14
O -0.9818 -6.4028 2.4768 0.33 -0.02 0.35
C -0.6988 -5.6171 1.5814 0.47 -1.96 1.91
N -1.6138 -5.2503 0.7159 -0.36 1.36 -1.59
C 0.6905 -5.1454 1.3229 0.63 0.33 -0.02
H -2.5453 -5.6382 0.7613 0.21 0.44 -0.12
H -1.2595 -4.4982 0.1424 -1.14 -0.02 -0.61
H 1.0381 -5.5876 0.3892 0.08 -0.24 0.02
H 1.3336 -5.4393 2.1524 -0.08 0.02 -0.18
H 0.7596 -4.0684 1.1697 -0.15 0.11 0.22
O -0.4096 2.1324 -1.2468 -0.13 -0.74 -0.25
C 0.2184 3.1719 -1.0487 -1.55 -0.16 0.75
N 1.5322 3.2204 -1.2963 -1.02 1.24 0.69
C -0.5525 4.3354 -0.3770 1.69 -0.66 -1.21
H 1.9699 2.3123 -1.3590 0.82 0.13 -0.53
H 1.9791 4.0840 -1.0232 0.54 -0.54 -0.07
H 0.1840 5.1319 -0.2707 -0.44 0.41 0.48
H -0.8981 3.9204 0.5698 -0.03 0.35 -0.09
H -1.3838 4.6446 -1.0106 0.08 -0.14 0.15
O -3.5520 -1.4412 -0.3087 1.03 2.37 -0.45
C -4.1903 -2.3754 0.0840 -0.27 -0.92 0.76
N -4.5728 -3.2640 -0.8347 -1.67 -2.18 0.66
C -4.5025 -2.5872 1.5594 -0.70 -1.08 -0.75
H -4.3898 -3.1795 -1.8244 0.57 0.76 -0.51
H -5.1642 -4.0584 -0.6366 0.08 0.20 0.56
H -5.1931 -1.8212 1.9121 0.35 0.14 0.07
H -3.6112 -2.6941 2.1778 0.09 0.52 -0.23
H -5.0232 -3.5425 1.6259 -0.17 -0.06 0.28
O -3.5086 3.5789 2.5533 -0.15 -0.16 0.50
C -3.6115 3.4586 1.3382 1.32 -1.18 1.37
N -3.6139 4.5599 0.5982 -0.37 0.40 -0.94
C -3.6538 2.0812 0.7124 -1.43 0.41 -0.07
H -3.6562 5.3924 1.1686 -0.02 0.18 -0.59
H -3.7305 4.5080 -0.4037 -0.04 0.28 0.05
H -4.2523 1.5082 1.4205 0.06 -0.19 -0.05
H -2.7348 1.5176 0.5511 0.16 0.58 0.01
H -4.2386 2.1874 -0.2013 0.29 -0.45 -0.20
C -1.4167 -3.4765 4.3424 0.08 -0.59 -0.73
Cl 0.3146 -3.7609 4.5607 -0.09 -0.15 0.25
Cl -1.8230 -1.8582 4.8190 -0.26 0.57 0.28
Cl -2.4423 -4.6791 5.1598 0.35 0.24 -0.05
H -1.5948 -3.5605 3.2703 0.01 0.02 0.23
C 4.6316 -3.2653 0.9085 -0.73 1.20 0.63
Cl 4.5277 -2.2320 -0.5319 0.42 0.22 0.45
Cl 4.1231 -4.8248 0.4588 -0.44 -1.56 -0.13
Cl 3.5198 -2.5795 2.2129 0.91 -0.48 -0.78
H 5.6318 -3.3635 1.3305 -0.17 0.59 -0.21
C 1.0749 -3.0393 -1.6587 -1.00 -0.85 0.20
O -0.0994 -3.6932 -2.2467 -0.58 1.20 -0.36
C -1.3674 -2.9560 -2.3552 0.33 -0.85 0.56
C -2.3709 -3.8186 -3.1163 2.51 -1.69 -1.05
N -3.6612 -3.3385 -3.4515 -1.01 0.76 0.74
C -4.4960 -4.3625 -4.1039 1.42 0.96 0.69
C -5.8904 -3.9348 -4.3474 -1.00 -0.24 -1.20
O -5.9777 -3.0289 -5.4556 -0.42 0.18 1.00
C -7.2236 -2.3088 -5.4741 0.58 -0.63 -0.39
H 1.6807 -3.9200 -1.4456 0.37 0.40 0.04
H 0.8806 -2.5054 -0.7285 -0.48 -0.25 0.23
H 1.6296 -2.3094 -2.2483 -0.27 -0.22 -0.81
H -1.2578 -2.0616 -2.9684 0.25 0.59 0.60
H -1.7615 -2.8459 -1.3449 0.18 0.91 -0.04
H -2.3950 -4.8099 -2.6638 -0.41 0.02 0.41
H -1.8393 -4.0133 -4.0478 0.34 -0.36 -0.47
H -3.5544 -2.4810 -3.9743 -0.44 -0.06 -0.39
H -4.5192 -5.2114 -3.4206 0.02 -0.13 0.01
H -3.9985 -4.6822 -5.0196 -0.25 -0.26 -0.34
H -6.4578 -3.5669 -3.4926 0.46 0.37 0.36
H -6.3864 -4.8717 -4.6011 -0.49 -0.14 -0.34
H -8.0800 -2.9766 -5.3815 -0.04 -0.30 -0.26
H -7.2261 -1.8312 -6.4539 -0.27 0.21 0.26
H -7.3397 -1.6027 -4.6519 0.42 0.27 0.02
C 1.4745 1.3401 7.5008 0.33 1.31 0.80
O 0.6186 2.3685 6.9098 -0.06 -1.54 1.37
C -0.5174 1.7141 6.3467 -0.39 -0.72 -1.04
C -0.1220 1.4069 4.8861 0.20 -1.26 0.65
N 0.5053 2.5755 4.3106 -0.42 -0.43 -0.74
C -0.4942 3.6189 4.0969 0.66 1.11 -0.59
C 0.0482 4.7043 3.0984 -1.23 -1.63 2.43
O 0.9301 5.5742 3.8367 -0.61 -0.62 -2.72
C 1.5613 6.1989 2.7336 1.34 2.30 1.16
H 1.8067 0.5281 6.8539 -0.18 0.31 -0.46
H 1.0832 0.8827 8.4095 -0.91 -0.04 -0.16
H 2.3279 1.8705 7.9232 0.27 0.11 -0.58
H -1.4602 2.2570 6.2807 0.43 1.05 0.58
H -0.7926 0.8457 6.9453 0.25 -0.34 -0.13
H -0.9588 0.9945 4.3223 -0.09 0.30 -0.21
H 0.6327 0.6209 4.9117 0.08 -0.25 -0.08
H 1.0064 2.8724 5.1357 0.89 0.48 -0.34
H -0.6146 4.0474 5.0918 -0.70 0.82 -0.23
H -1.4455 3.2167 3.7485 0.05 -0.04 -0.09
H -0.7468 5.2829 2.6278 -0.28 0.19 0.25
H 0.5475 4.1896 2.2775 0.47 -0.14 0.12
H 1.9674 7.1399 3.1048 0.77 -0.12 0.32
H 0.9229 6.6413 1.9689 -0.72 -0.82 -0.26
H 2.3559 5.5892 2.3034 -0.07 -0.11 -0.12
C 3.5350 2.6682 2.8298 0.06 0.66 -0.38
O 4.8036 2.6949 2.1405 -1.04 0.82 0.69
C 4.8960 1.6621 1.1928 -0.79 -0.46 0.54
C 6.0275 1.9265 0.2165 -0.08 0.01 1.15
N 6.0710 0.9998 -0.8946 1.28 -0.11 0.26
C 7.3780 1.1549 -1.5540 -0.50 -0.98 -1.11
C 7.5488 0.1187 -2.7290 -0.03 1.80 1.29
O 6.4700 0.2141 -3.6565 -0.36 -0.65 -0.59
C 6.4744 1.2865 -4.6232 0.26 0.27 1.39
H 3.2393 1.7498 3.3370 0.63 -0.44 -0.01
H 2.7061 2.8650 2.1499 -0.02 0.02 -0.42
H 3.4855 3.4702 3.5664 0.43 -0.02 -0.02
H 3.9396 1.5148 0.6910 -0.26 0.30 -0.53
H 4.9616 0.7769 1.8255 0.72 -0.78 -0.55
H 6.9410 1.8774 0.8091 0.29 -0.43 -0.11
H 6.0223 2.9808 -0.0603 -0.44 0.34 -0.36
H 5.3206 1.1843 -1.5449 -0.21 0.06 -0.12
H 8.1869 0.9474 -0.8534 -0.08 0.00 0.20
H 7.5045 2.1827 -1.8943 0.22 0.26 -0.28
H 7.6312 -0.8439 -2.2243 -0.88 -0.35 -0.53
H 8.5272 0.2473 -3.1919 0.00 0.33 -0.42
H 6.2662 2.2259 -4.1110 0.61 0.31 0.24
H 5.6094 1.2665 -5.2861 0.21 -1.01 -0.18
H 7.4356 1.3053 -5.1368 -0.17 0.13 -0.22
```
Positions in Å, forces in eV/Å.

Here are the Löwdin charges for atoms 1 to 4, given in e: 0.007 -0.570 0.185 -0.007